109
Properties=species:S:1:pos:R:3 method="wB97M-V/def2-TZVPD" total_charge=+1 e_above_lowest_kj_mol=68.1 orbital_gap_ev="4.60 / 6.10" s2=0.7535 total_energy_ha=-8320.187608 multiplicity=2 mol_weight_g_mol=891.65
Se 1.44781 0.79943 3.23512
Ge 2.35717 -1.00274 -1.35091
Ti 1.52055 0.59359 0.92632
Si -4.44457 -0.17084 -0.76369
Si -2.10588 -3.57782 -0.68109
Si -2.84381 -1.55948 0.42838
Si -3.28722 -1.76168 2.80505
O 2.39037 6.99041 -1.27790
O 0.36210 7.63476 -0.92309
O 1.85818 -1.20052 0.70241
O 0.83197 0.37373 -1.09662
O 3.69628 0.19361 -0.85330
N -0.18552 1.80010 1.05762
N 2.41397 2.32618 0.78909
N 1.26940 6.82508 -0.81673
C -1.84474 -2.25671 3.94506
C 3.71466 2.59830 0.89571
C 4.22766 3.83162 0.52947
C -2.03560 3.88592 1.28885
C 1.98759 4.60889 0.08775
C -0.75035 4.15145 0.75466
C -4.63271 1.70782 -0.45147
C -1.40213 1.58252 1.54581
C 2.99952 -3.34082 0.59185
C 0.26711 0.89996 -2.29941
C 1.55063 3.31998 0.48598
C -0.41157 -0.25259 -3.05212
C 5.18999 -0.87671 -2.46886
C 2.46364 -2.23030 1.50371
C 5.31904 1.56689 -2.00822
C 6.02217 -0.10075 -0.26540
C -0.39951 -3.50207 -1.54532
C -4.60454 -3.16044 2.78716
C 0.16606 3.05795 0.73696
C -4.25622 -0.34896 -2.65525
C 3.38004 4.81932 0.05390
C 1.37191 -2.79008 2.42037
C -2.05668 -4.98607 0.61241
C -3.43106 -4.02327 -1.98545
C -2.33369 2.61632 1.70906
C -0.79215 1.97430 -1.99906
C 1.37112 1.52765 -3.15842
C 5.02203 0.19658 -1.38910
C -0.33002 5.38842 0.26173
C -4.10369 -0.15388 3.44084
C 3.62674 -1.65469 2.33077
C 0.97717 5.59642 -0.16403
C -6.05174 -1.02837 -0.19172
H -1.37545 2.16808 -2.89756
H -1.02761 6.20815 0.18737
H -4.93617 1.92972 0.56557
H 0.23853 -2.75731 -1.07161
H 2.21664 -3.69318 -0.08056
H -1.16849 -1.42729 4.14416
H 3.35661 -4.17425 1.19116
H -0.91015 0.10740 -3.94654
H 6.34030 1.59130 -2.38042
H -3.37005 -5.07520 -2.24637
H -0.32301 2.91055 -1.70010
H -1.25323 -4.87092 1.33289
H 0.33729 -0.99041 -3.34085
H 4.12716 -0.87489 1.74910
H -4.68143 -0.35603 4.34085
H -5.46184 -2.90023 3.40342
H 1.96407 2.21827 -2.55599
H 0.10836 -4.46172 -1.49517
H -3.71604 2.25218 -0.65415
H 4.31926 1.79993 1.32222
H -1.91011 -5.94226 0.11677
H -6.13890 -1.05694 0.88928
H 7.02659 -0.16029 -0.67616
H -2.98607 -5.05445 1.16698
H 6.17632 -0.80045 -2.91552
H -1.61659 0.56878 1.87529
H -4.98236 -3.38017 1.79138
H 1.77855 -3.54759 3.08312
H -2.23168 -2.59634 4.90413
H -3.36004 0.59229 3.70733
H -1.14405 -0.72284 -2.39749
H -4.19817 -4.08306 3.19156
H 4.63979 1.75464 -2.83938
H -3.27716 2.40055 2.17759
H -1.46585 1.63426 -1.21113
H 4.34562 -2.43308 2.57686
H 6.01673 0.67856 0.49393
H -4.78571 0.28412 2.71532
H -5.39958 2.11244 -1.10989
H -5.17444 -0.05175 -3.15458
H 0.97584 -1.98332 3.03692
H 2.03012 0.74656 -3.54454
H -1.26433 -3.07243 3.52694
H -4.43605 -3.84360 -1.61770
H -6.92793 -0.51273 -0.57096
H -4.04461 -1.36931 -2.95085
H -6.10107 -2.04958 -0.55286
H -2.75817 4.68164 1.37721
H -0.49778 -3.24197 -2.59409
H 0.94832 2.07400 -3.99811
H 3.77735 5.76201 -0.28280
H 5.20482 2.35883 -1.27298
H 0.57043 -3.22340 1.82059
H 3.83156 -2.96398 -0.00773
H 4.44340 -0.74806 -3.25445
H 5.78868 -1.05675 0.19993
H 5.28512 4.02233 0.62229
H 3.27236 -1.21839 3.26412
H -3.31136 -3.46136 -2.90567
H 5.07734 -1.87210 -2.03718
H -3.46316 0.28264 -3.03975